Entry 1:
The following is a DFT calculation (ωB97M-V/def2-TZVPD) of a 2-piece molecular cluster, C6H13NO overall in a non-equilibrium geometry.

XYZ file:
```
21
Properties=species:S:1:pos:R:3:forces:R:3
C -2.817 0.335 0.892 -0.47 -0.21 0.09
C -2.041 0.068 1.932 0.94 -0.16 0.03
C -0.706 -0.579 1.836 -0.07 0.19 -0.20
C 0.168 -0.289 0.871 -1.15 -0.52 -0.61
C 1.442 -0.924 0.427 0.46 -0.47 1.04
C 1.411 -1.341 -1.021 -0.29 0.01 -2.14
N 1.246 -0.198 -1.936 0.24 0.14 1.25
H -2.519 0.084 -0.117 0.12 -0.07 0.01
H -3.829 0.704 0.996 0.12 0.29 0.12
H -2.286 0.285 2.964 -0.64 0.10 -0.06
H -0.562 -1.307 2.626 0.52 -0.12 -0.01
H -0.239 0.400 0.134 0.28 0.41 0.08
H 2.232 -0.186 0.594 0.21 -0.08 -0.29
H 1.719 -1.801 1.023 -0.20 0.13 0.17
H 0.630 -2.061 -1.297 -0.46 0.27 0.77
H 2.250 -1.944 -1.380 0.62 0.39 0.66
H 0.358 -0.117 -2.370 -0.29 0.04 -0.60
H 2.039 0.123 -2.452 0.01 -0.15 -0.29
O 0.297 2.976 -1.536 0.05 -0.05 0.03
H 0.483 3.652 -0.861 0.11 -0.89 -0.27
H 0.725 2.120 -1.327 -0.12 0.75 0.22
```
Forces are in eV/Å.

Summary:
- Orbital gap: 9.79 eV
- Spin multiplicity: 1
- Total energy: -366.34575 Eh



Entry 2:
The following is a DFT calculation (ωB97M-V/def2-TZVPD) of C31H29F9OPdSbSi as an isolated structure.

XYZ file:
```
73
Properties=species:S:1:pos:R:3:forces:R:3
Pd 1.567 1.085 0.808 0.00 0.15 -0.23
C 0.487 -5.769 -2.771 -0.01 0.00 0.00
C -0.684 -5.371 -2.135 0.00 0.00 0.00
C -0.672 -4.282 -1.276 0.00 0.01 0.01
C 0.508 -3.577 -1.034 0.07 -0.05 -0.04
C 1.672 -3.982 -1.682 -0.03 -0.04 0.00
C 1.664 -5.072 -2.546 0.01 0.01 0.01
Sb 0.609 -1.853 0.247 0.00 0.11 0.13
C -0.309 -2.762 1.971 -0.02 -0.07 0.01
C -0.465 -4.139 2.116 -0.02 -0.01 -0.03
C -1.004 -4.678 3.278 0.00 0.01 0.00
C -1.393 -3.846 4.318 -0.01 0.02 0.00
C -1.227 -2.473 4.194 0.00 -0.03 0.00
C -0.680 -1.939 3.035 0.02 0.00 0.00
C -1.213 -1.024 -0.542 -0.01 0.04 -0.02
C -2.106 -0.333 0.273 0.02 0.02 0.02
C -3.251 0.248 -0.257 -0.01 -0.01 -0.01
C -3.515 0.150 -1.616 0.00 0.00 0.01
C -2.625 -0.524 -2.441 -0.01 0.00 0.00
C -1.481 -1.102 -1.907 0.01 -0.01 0.02
H 0.477 -6.617 -3.444 0.00 0.00 0.00
H -1.608 -5.908 -2.312 0.00 0.00 0.00
H -1.592 -3.971 -0.795 -0.01 0.00 0.00
H 2.594 -3.434 -1.525 0.01 0.00 0.00
H 2.577 -5.370 -3.047 0.00 0.00 0.00
H -0.168 -4.808 1.317 0.00 0.01 0.00
H -1.118 -5.752 3.370 0.00 -0.01 0.00
H -1.814 -4.264 5.224 0.00 0.00 0.00
H -1.508 -1.813 5.005 0.00 0.01 0.01
H -0.525 -0.868 2.981 0.01 0.00 0.00
H -1.914 -0.227 1.334 0.00 0.00 0.00
H -3.923 0.796 0.392 -0.01 0.00 0.01
H -4.404 0.610 -2.032 0.00 0.00 0.00
H -2.814 -0.592 -3.505 0.00 0.00 0.00
H -0.793 -1.618 -2.567 0.00 0.00 0.00
F 0.230 1.319 3.480 -0.22 0.01 0.04
C 1.387 1.288 2.761 0.26 -0.39 0.02
F 2.020 0.140 3.254 -0.02 0.11 -0.04
F 2.141 2.304 3.285 -0.12 0.16 0.06
C 3.040 2.358 -2.747 0.02 -0.04 -0.03
C 3.297 1.116 -1.876 0.06 -0.07 0.11
O 2.243 0.703 -1.141 -0.15 -0.11 -0.13
C 3.661 -0.059 -2.825 0.01 0.00 -0.03
F 4.814 0.139 -3.510 -0.06 0.00 0.01
F 3.791 -1.230 -2.186 0.00 0.05 -0.04
F 2.694 -0.226 -3.749 0.05 -0.01 0.06
C 4.523 1.426 -0.970 -0.01 0.01 -0.02
F 4.990 0.341 -0.333 -0.02 0.02 0.02
F 4.177 2.319 -0.026 0.05 0.01 -0.06
F 5.570 1.967 -1.637 -0.03 -0.04 0.01
H 2.153 2.185 -3.353 0.01 -0.02 0.02
H 3.883 2.577 -3.401 0.02 0.03 -0.01
H 2.858 3.214 -2.101 -0.02 0.01 0.02
C -0.382 2.415 -1.508 -0.07 0.08 -0.02
Si 0.190 2.818 0.239 0.19 0.06 -0.03
C 1.249 4.380 0.240 -0.07 0.05 0.12
C -1.398 3.337 1.157 -0.03 -0.10 0.02
C -2.542 3.617 0.401 -0.04 -0.08 0.07
C -3.722 4.054 0.990 0.01 0.01 0.01
C -3.791 4.227 2.364 0.00 -0.01 -0.02
C -2.666 3.973 3.135 0.04 0.00 -0.01
C -1.489 3.540 2.537 0.09 0.12 0.04
H -0.735 3.307 -2.035 0.02 0.03 0.01
H -1.200 1.694 -1.474 -0.01 -0.01 -0.03
H 0.430 1.963 -2.071 0.00 -0.02 0.05
H 0.657 5.246 -0.071 0.01 0.00 -0.03
H 2.119 4.290 -0.409 0.02 -0.03 -0.02
H 1.617 4.567 1.252 -0.01 0.02 0.00
H -2.529 3.475 -0.672 0.02 -0.02 -0.02
H -4.589 4.255 0.370 -0.01 0.00 0.00
H -4.711 4.560 2.830 0.00 0.00 0.00
H -2.701 4.111 4.209 0.00 0.00 0.01
H -0.626 3.363 3.165 -0.05 -0.02 -0.04
```
Forces are in eV/Å.

Summary:
- Orbital gap: 7.64 eV
- Spin multiplicity: 1
- Total energy: -2830.48682 Eh
- Total charge: -1



Entry 3:
The following is a DFT calculation (ωB97M-V/def2-TZVPD) of a 2-piece molecular cluster, C5H8F2N2 overall.

XYZ file:
```
17
Properties=species:S:1:pos:R:3:forces:R:3
C 1.201 -0.988 -0.804 -0.03 -0.05 0.39
C 2.014 -1.363 0.243 -0.29 0.14 -0.09
N 3.239 -1.605 -0.328 0.53 0.08 0.09
C 3.124 -1.373 -1.667 -0.33 0.18 -0.03
N 1.897 -0.996 -1.989 0.65 -0.26 0.31
H 0.147 -0.712 -0.764 0.44 -0.12 -0.02
H 1.838 -1.476 1.313 0.07 0.04 -0.53
H 4.085 -1.905 0.162 -0.69 0.14 -0.42
H 3.960 -1.493 -2.356 -0.36 0.03 0.29
C 2.039 -4.640 -1.161 -0.50 0.14 -0.32
C 3.292 -4.905 -0.382 -0.19 -0.66 -0.12
F 4.360 -4.296 -0.984 0.15 0.00 0.04
F 3.187 -4.374 0.875 0.11 0.01 0.09
H 1.860 -3.554 -1.229 0.07 -0.51 0.04
H 1.172 -5.110 -0.669 0.42 0.14 -0.15
H 2.127 -5.046 -2.183 0.03 0.12 0.45
H 3.543 -5.980 -0.269 -0.09 0.55 -0.03
```
Forces are in eV/Å.

Summary:
- Orbital gap: 9.81 eV
- Spin multiplicity: 1
- Total energy: -504.57198 Eh



Entry 4:
The following is a DFT calculation (ωB97M-V/def2-TZVPD) of C8H24ClEuIN5P2 as an isolated structure in a non-equilibrium geometry.

XYZ file:
```
42
Properties=species:S:1:pos:R:3:forces:R:3
C -0.270 -1.663 -3.021 0.47 -0.51 -0.75
I 1.906 -3.141 1.112 0.03 -0.17 0.12
H -1.322 -1.413 -3.249 0.84 -0.05 0.06
H -0.033 -2.674 -2.614 -0.40 0.35 -0.36
H 0.618 -1.166 -3.489 -1.11 -0.19 0.28
Eu 0.332 -1.126 -0.620 -1.47 3.54 0.61
P -1.838 -2.320 1.042 -1.19 -0.65 0.65
C -1.480 -3.770 2.101 0.59 -0.04 -0.15
C -2.798 -1.269 2.200 0.65 0.57 -0.28
H -3.674 -1.808 2.581 0.26 0.02 -0.16
H -3.991 -3.398 0.539 0.24 0.11 -0.07
H -3.107 -0.367 1.656 -0.08 -0.21 0.22
H -3.523 -2.134 -0.665 -0.10 -0.25 0.09
H -0.927 -3.444 2.991 -0.26 -0.06 -0.05
H -2.143 -0.974 3.031 -0.28 -0.05 -0.13
C -3.171 -2.970 -0.048 0.68 0.37 -0.37
H -2.398 -4.301 2.388 0.33 0.17 -0.06
H -2.725 -3.731 -0.698 -0.30 0.00 0.03
H -0.808 -4.436 1.543 -0.37 -0.17 0.15
P 1.717 1.547 -2.071 0.47 1.07 0.20
C 3.531 1.873 -2.055 0.06 -0.58 0.07
C 1.294 2.085 -3.777 -0.40 -0.70 -0.01
H 0.092 2.931 -0.927 0.18 0.26 -0.06
H 1.333 3.951 -1.741 0.00 -0.29 0.20
H 1.708 3.114 -0.190 -0.14 0.03 -0.25
C 1.161 3.047 -1.142 -0.34 -0.56 0.25
H 0.204 1.985 -3.889 0.30 0.16 -0.15
H 1.596 3.129 -3.954 -0.05 -0.41 0.15
H 3.767 2.807 -2.588 -0.14 -0.32 0.21
H 4.046 1.032 -2.540 0.02 0.36 0.09
H 1.787 1.421 -4.500 -0.15 0.26 0.08
H 3.882 1.939 -1.014 -0.06 0.00 -0.34
Cl -1.939 0.623 -1.082 1.48 -1.47 0.19
N 1.838 1.802 4.113 0.42 0.05 -0.26
N 1.159 1.711 2.921 -1.32 -2.18 -0.55
N -0.091 2.220 2.807 1.60 -1.15 -1.19
C -0.521 1.543 1.735 -0.39 0.47 0.22
N 0.358 0.643 1.268 1.05 -0.19 0.77
N 1.438 0.700 2.078 -1.01 1.91 0.36
H 2.830 1.611 3.959 -0.32 0.24 0.08
H 1.650 2.703 4.534 0.10 0.13 0.00
H -1.486 1.688 1.273 0.10 0.12 0.09
```
Forces are in eV/Å.

Summary:
- Orbital gap (spin up / spin down): 6.62 / 4.36 eV
- Spin multiplicity: 7
- Total energy: -2743.17597 Eh
- Total charge: +2



Entry 5:
The following is a DFT calculation (ωB97M-V/def2-TZVPD) of a single C14H17NO2S2 molecule.

XYZ file:
```
36
Properties=species:S:1:pos:R:3:forces:R:3
C 2.333 1.693 -1.118 0.16 -0.06 -0.08
C 3.683 1.193 -0.616 -0.16 0.12 0.19
C 3.619 0.540 0.768 0.23 -0.17 -0.22
C 3.211 -0.940 0.745 -0.01 0.26 0.17
C 1.794 -1.168 0.303 0.04 -0.21 0.00
C 1.507 -1.774 -0.914 -0.04 0.03 0.16
C 0.202 -1.972 -1.323 -0.30 0.03 -0.01
C -0.854 -1.562 -0.515 0.61 0.25 0.39
N -2.167 -1.722 -0.946 -0.94 -0.13 0.14
S -3.531 -1.572 -0.007 0.02 0.10 -0.24
O -3.359 -2.147 1.290 0.20 0.25 -0.02
O -4.598 -2.031 -0.842 0.12 0.06 -0.22
C -3.660 0.182 0.185 0.11 -0.42 -0.33
C -3.877 0.880 1.333 0.04 -0.33 0.01
C -3.952 2.271 1.105 -0.02 0.07 -0.09
C -3.795 2.589 -0.208 0.04 -0.40 -0.25
S -3.555 1.199 -1.193 -0.02 0.32 0.32
C -0.580 -0.961 0.708 0.06 -0.01 0.01
C 0.730 -0.776 1.107 0.04 -0.06 -0.17
H 1.627 0.875 -1.230 -0.13 0.03 -0.04
H 1.912 2.414 -0.420 -0.09 0.09 0.06
H 2.450 2.182 -2.083 -0.07 0.07 -0.10
H 4.367 2.044 -0.566 0.05 -0.06 -0.06
H 4.098 0.482 -1.333 0.12 -0.02 -0.04
H 2.925 1.100 1.398 0.00 0.05 0.11
H 4.608 0.600 1.229 -0.04 0.03 0.09
H 3.892 -1.485 0.088 0.03 -0.05 0.04
H 3.331 -1.339 1.756 0.06 -0.08 -0.04
H 2.315 -2.098 -1.554 0.09 -0.03 -0.06
H -0.005 -2.445 -2.272 -0.01 -0.06 -0.13
H -2.314 -2.222 -1.807 -0.26 -0.07 -0.05
H -3.972 0.402 2.291 0.00 -0.10 0.20
H -4.116 2.995 1.882 -0.02 0.15 0.11
H -3.806 3.561 -0.657 0.00 0.21 -0.09
H -1.393 -0.667 1.351 0.06 0.06 0.13
H 0.929 -0.319 2.065 0.02 0.06 0.13
```
Forces are in eV/Å.

Summary:
- Orbital gap: 8.86 eV
- Spin multiplicity: 1
- Total energy: -1545.27207 Eh



Entry 6:
The following is a DFT calculation (ωB97M-V/def2-TZVPD) of a 2-piece molecular cluster, C5H14O overall in a non-equilibrium geometry.

XYZ file:
```
20
Properties=species:S:1:pos:R:3:forces:R:3
C -0.800 -0.244 -1.707 -0.51 -0.51 0.89
C -1.059 -1.719 -1.525 1.76 -1.74 -1.15
C -0.470 -2.002 -0.150 -1.09 1.29 1.05
H -0.865 0.130 -0.626 0.52 0.55 -2.19
H 0.096 -0.159 -2.298 0.90 0.70 0.62
H -1.543 0.160 -2.335 -1.10 0.95 -0.47
H -0.488 -2.371 -2.284 -0.50 1.08 0.87
H -2.071 -2.022 -1.758 -0.51 0.06 0.84
H -1.003 -1.280 0.585 0.74 -1.48 -0.90
H 0.596 -1.653 -0.143 -0.81 -0.83 -0.02
H -0.628 -3.006 0.204 0.37 -0.49 0.18
C 0.584 0.799 1.609 -0.41 -1.90 1.89
C 0.708 2.169 1.002 0.07 0.58 -1.24
O 1.950 2.781 1.205 3.71 -0.59 -0.15
H 1.416 0.432 2.305 -0.81 1.25 -0.64
H 0.559 -0.067 0.909 -0.13 1.29 0.19
H -0.347 0.727 2.238 0.76 -0.05 -0.61
H 0.393 2.077 -0.101 0.72 0.37 1.27
H 0.271 3.070 1.430 -2.40 -1.04 0.21
H 2.701 2.177 1.439 -1.27 0.49 -0.64
```
Forces are in eV/Å.

Summary:
- Orbital gap: 10.77 eV
- Spin multiplicity: 1
- Total energy: -274.05381 Eh